# 1
# C44H35N4

A cluster of 2 separate species, C44H35N4 in total in a non-equilibrium geometry (ωB97M-V with the def2-TZVPD basis set, the Open Molecules 2025 dataset).

Summary:
HOMO-LUMO gap = 6.2066 eV
Energy above the lowest of the compared OMol25 structures with the same formula, charge and spin = 0.0000 eV

Geometry as ORCA input:
```
! wB97M-V def2-TZVPD RIJCOSX def2/J DEFGRID3
* xyz 1 1
N -5.071 0.550 2.035
N 0.135 0.333 6.949
N -0.446 -1.397 8.205
N 4.852 0.162 1.868
C 7.838 2.374 2.203
C 2.387 1.574 4.234
C -7.076 3.364 0.689
C -2.457 0.661 4.607
C -5.703 -0.729 2.105
C -6.502 2.464 1.585
C 0.604 0.556 8.234
C -2.659 1.002 1.827
C 1.283 1.628 8.812
C 5.467 -2.608 -0.546
C -5.915 -2.965 1.221
C 1.216 0.825 3.918
C -1.273 0.885 3.852
C -7.294 -2.255 3.088
C 5.951 -3.384 1.708
C -3.796 0.703 2.597
C -6.701 -0.992 3.050
C 5.194 -1.330 -0.048
C -5.596 1.500 1.117
C 5.780 1.227 1.653
C -0.491 -0.838 6.960
C -6.754 3.287 -0.674
C 3.564 1.390 3.532
C 7.682 3.199 1.084
C -3.676 0.499 3.986
C 0.579 -0.641 10.387
C -5.831 2.335 -1.129
C 5.866 -3.627 0.329
C 3.677 0.336 2.595
C -5.316 -1.708 1.186
C 1.299 0.427 10.948
C 2.562 -0.498 2.352
C 0.256 -0.544 9.045
C 1.641 1.549 10.172
C 1.352 -0.241 2.971
C -0.034 1.146 4.511
C 5.615 2.060 0.542
C 5.626 -2.123 2.209
C -5.262 1.427 -0.230
C 6.906 1.370 2.473
C 5.201 -1.113 1.335
C -1.413 0.954 2.429
C 6.564 3.041 0.258
C -6.912 -3.235 2.166
H 6.261 -4.170 2.402
H 4.740 1.904 -0.092
H -5.545 2.276 -2.182
H -0.515 1.028 1.817
H -0.053 1.808 5.389
H 6.420 3.675 -0.617
H -7.202 3.987 -1.381
H -0.861 -2.259 8.536
H -4.558 0.652 -0.547
H 6.098 -4.618 -0.065
H -2.758 1.234 0.764
H -5.587 -3.720 0.505
H 4.935 -0.504 -0.715
H -4.583 0.269 4.550
H -8.053 -2.468 3.846
H 0.264 -1.538 10.931
H 8.692 2.506 2.871
H -6.994 -0.200 3.742
H 0.479 -0.836 2.715
H 2.651 -1.321 1.643
H -7.777 4.118 1.062
H 4.425 2.040 3.698
H 2.318 2.343 5.003
H 5.365 -2.799 -1.619
H -2.387 0.607 5.691
H 1.588 0.376 11.998
H -7.380 -4.219 2.187
H -4.548 -1.451 0.452
H 2.188 2.381 10.625
H 1.503 2.493 8.186
H 5.700 -1.891 3.274
H -6.735 2.474 2.652
H -0.978 -1.347 6.138
H 8.419 3.972 0.863
H 7.032 0.688 3.318
*
```

=====

# 2
# C16H16N6O5

A cluster of 2 separate species, C16H16N6O5 in total in a non-equilibrium geometry (ωB97M-V with the def2-TZVPD basis set, the Open Molecules 2025 dataset).

Summary:
SMILES = O=[N+]([O-])c1cc([N+](=O)[O-])c2nonc2c1.CN1CCC[C@@H]1c1cccnc1
HOMO-LUMO gap = 6.6763 eV

Geometry as ORCA input:
```
! wB97M-V def2-TZVPD RIJCOSX def2/J DEFGRID3
* xyz 0 1
O 3.513 -1.374 -2.470
O 3.811 2.801 -3.167
O -2.422 1.734 -2.736
O 1.962 3.914 -3.572
O -2.537 -0.420 -3.114
N 2.263 -1.925 -2.795
N -0.887 -0.027 3.272
N 3.592 -0.014 -2.667
N -0.472 -1.563 -1.292
N 2.573 2.853 -3.300
N -1.870 0.645 -2.992
C -0.654 -1.101 1.063
C 0.113 -1.338 -0.111
C 0.368 1.739 -3.182
C 1.075 1.308 3.290
C -1.763 -1.903 -1.331
C 1.764 1.649 -3.177
C -2.051 -1.104 0.920
C 0.153 -0.717 -3.259
C 1.554 -0.830 -3.226
C -0.433 0.564 -3.187
C -2.612 -1.613 -0.247
C 1.267 0.160 2.281
C 0.008 -0.744 2.378
C -0.226 1.007 4.036
C 2.365 0.327 -3.142
C -1.909 -0.733 3.990
H -0.108 2.711 -3.082
H -3.689 -1.758 -0.365
H 1.448 0.536 1.265
H -2.691 -0.698 1.707
H 1.917 1.368 3.989
H 1.210 -1.394 -0.075
H 0.963 2.251 2.749
H 2.112 -0.464 2.590
H 0.015 0.694 5.066
H 0.318 -1.698 2.870
H -2.146 -2.415 -2.213
H -0.441 -1.603 -3.444
H -2.670 0.013 4.277
H -2.354 -1.514 3.364
H -1.540 -1.207 4.922
H -0.890 1.880 4.116
*
```

=====

# 3
# C23H58O5Si2

A structure of composition C23H58O5Si2 (ωB97M-V with the def2-TZVPD basis set, the Open Molecules 2025 dataset).

Summary:
HOMO-LUMO gap = 10.4189 eV

Geometry as ORCA input:
```
! wB97M-V def2-TZVPD RIJCOSX def2/J DEFGRID3
* xyz 0 1
Si 3.332 0.860 1.645
Si 2.813 1.787 -1.124
O 4.532 6.527 4.572
O 3.679 1.721 0.283
O -8.307 -2.857 5.416
O 2.332 3.275 2.373
O 4.620 1.513 -5.138
C -2.857 -1.359 -2.688
C -6.194 -3.065 0.140
C -0.819 -0.374 -4.755
C -1.596 0.582 -3.840
C -6.455 -2.408 2.593
C 0.090 -1.428 -4.094
C 5.529 0.442 -4.938
C 4.895 0.171 2.390
C 1.212 5.381 2.502
C -5.765 -3.323 1.585
C -5.298 -3.761 -0.888
C 3.031 0.262 -2.170
C -7.631 -3.843 6.178
C -2.921 0.039 -3.299
C 0.879 -0.951 -2.878
C 1.762 4.205 3.282
C 2.399 1.956 2.880
C 5.249 5.346 4.247
C 5.493 -1.023 1.631
C 6.202 -0.615 0.337
C -3.972 -3.039 -1.132
C 1.901 0.138 -3.214
C -4.117 -1.727 -1.910
H 6.729 0.334 0.459
H 5.117 2.322 -5.278
H 0.813 -1.754 -4.849
H 4.695 -1.734 1.391
H -3.301 0.727 -2.537
H -8.995 -2.462 5.958
H 1.142 6.266 3.134
H -8.297 -4.650 6.494
H -4.962 -1.806 -2.603
H 3.271 2.987 -1.857
H -2.705 -2.104 -3.476
H 6.166 0.271 -5.810
H 5.500 -0.484 -0.487
H -4.358 -0.903 -1.232
H 1.370 1.094 -3.310
H -5.952 -2.420 3.561
H 6.330 5.510 4.228
H -7.143 -3.419 7.060
H 4.703 7.185 3.895
H 6.160 0.599 -4.058
H -7.228 -3.396 0.012
H 0.226 5.167 2.089
H 2.531 4.544 3.987
H 6.189 -1.559 2.278
H -4.679 -3.227 1.668
H 0.974 3.713 3.866
H -0.486 -2.317 -3.826
H 4.002 0.318 -2.666
H -5.829 -3.841 -1.841
H -0.209 0.224 -5.437
H -6.199 -1.985 -0.044
H -3.662 0.044 -4.106
H -5.104 -4.786 -0.555
H -3.290 -3.704 -1.672
H 4.924 -0.448 -4.772
H 0.190 -0.578 -2.114
H 3.058 -0.622 -1.525
H 4.934 4.928 3.286
H -6.863 -4.265 5.532
H -5.996 -4.365 1.828
H 4.662 -0.109 3.423
H 1.368 1.929 -0.803
H -6.466 -1.375 2.238
H -7.489 -2.705 2.772
H 5.025 4.621 5.027
H -1.812 1.485 -4.416
H 2.322 -0.050 -4.205
H -0.968 0.912 -3.008
H -1.988 -1.438 -2.024
H 1.389 -1.807 -2.425
H 6.934 -1.362 0.028
H 1.389 1.562 3.063
H 5.632 0.980 2.451
H 2.451 -0.284 1.263
H 1.881 5.605 1.669
H -3.490 -2.833 -0.171
H 2.920 1.932 3.850
H -1.541 -0.897 -5.392
*
```

=====

# 4
# C4H5NO2

The molecule C4H5NO2 (ωB97M-V with the def2-TZVPD basis set, the Open Molecules 2025 dataset).

Summary:
SMILES = C=NCC(=O)C=O
HOMO-LUMO gap = 9.1962 eV
Energy above the lowest of the compared OMol25 structures with the same formula, charge and spin = 2.2646 eV

Geometry as ORCA input:
```
! wB97M-V def2-TZVPD RIJCOSX def2/J DEFGRID3
* xyz 0 1
O 1.743 1.118 1.636
O 1.146 -0.331 -1.433
N -0.844 -0.608 0.508
C -0.537 0.709 -0.012
C -1.659 -1.320 -0.143
C 1.972 0.613 0.567
C 0.877 0.333 -0.462
H 2.977 0.285 0.244
H -0.466 1.460 0.780
H -1.658 -2.394 0.029
H -1.196 1.062 -0.821
H -2.353 -0.926 -0.893
*
```

=====

# 5
# C15H26N2O4S

The molecule C15H26N2O4S in a non-equilibrium geometry (ωB97M-V with the def2-TZVPD basis set, the Open Molecules 2025 dataset).

Summary:
SMILES = COC(=O)[C@H](CCSC)NC(=O)CNC(=O)C1CCCCC1
HOMO-LUMO gap = 8.7950 eV
Energy above the lowest of the compared OMol25 structures with the same formula, charge and spin = 20.4234 eV

Geometry as ORCA input:
```
! wB97M-V def2-TZVPD RIJCOSX def2/J DEFGRID3
* xyz 0 1
S 1.579 4.313 -0.050
O -2.585 1.048 2.196
O 0.481 -1.842 1.377
O 1.234 1.192 -0.077
O -0.153 2.021 -1.206
N -0.634 0.760 1.610
N -1.799 -2.088 1.916
C 0.620 5.059 -1.425
C -1.759 0.290 2.318
C 0.269 1.785 -0.228
C -0.567 -3.394 0.168
C 0.522 -2.510 -2.551
C 1.538 -2.908 -1.262
C -1.654 -0.985 2.738
C 0.185 2.965 1.777
C 0.623 4.316 1.388
C -0.717 -1.797 -1.774
C 0.605 -3.909 -0.508
C -0.527 2.002 0.919
C 2.321 0.905 -1.248
C -1.568 -2.926 -0.918
C -0.395 -2.427 1.100
H 0.960 5.157 1.926
H -2.451 -2.504 1.490
H 1.499 -4.186 0.387
H 2.758 1.742 -1.656
H 1.058 -1.732 -3.026
H 2.510 -3.317 -1.633
H 1.590 0.586 -2.116
H -1.746 -3.734 -1.874
H 2.960 0.059 -1.025
H -0.137 5.954 -1.115
H -0.752 -1.150 3.523
H 1.299 2.511 2.160
H -0.256 2.886 2.886
H -0.345 4.270 -1.820
H -0.550 4.697 0.901
H -2.424 -2.525 -0.634
H -2.596 -1.232 3.599
H 0.190 -3.227 -2.950
H 0.343 -0.011 1.511
H -1.523 2.217 0.948
H -1.317 -4.232 0.488
H 0.592 -4.860 -1.145
H 0.924 5.239 -2.234
H 1.578 -2.064 -0.912
H -0.475 -1.030 -1.359
H -1.305 -1.386 -2.581
*
```

=====

# 6
# C11H40N8O9

A cluster of 9 separate species, C11H40N8O9 in total in a non-equilibrium geometry (ωB97M-V with the def2-TZVPD basis set, the Open Molecules 2025 dataset).

Summary:
SMILES = NC(N)=O.NC(N)=O.NC(N)=O.NC(N)=O.CCO.CCO.CO.CO.CO
HOMO-LUMO gap = 9.0262 eV
Energy above the lowest of the compared OMol25 structures with the same formula, charge and spin = 0.0000 eV

Geometry as ORCA input:
```
! wB97M-V def2-TZVPD RIJCOSX def2/J DEFGRID3
* xyz 0 1
O 5.093 -1.530 2.175
O 0.166 2.422 -2.136
O 1.873 -1.337 -0.614
O -0.109 -0.799 1.107
O -3.478 -3.153 3.106
O 0.749 -5.753 0.778
O -1.011 5.550 -0.514
O -3.809 3.686 -0.295
O 0.181 -1.472 3.780
N 0.222 3.873 0.385
N -3.068 -2.363 1.038
N 1.316 4.131 -3.098
N 0.163 5.976 1.370
N 1.533 2.005 -3.887
N -4.485 -4.168 1.340
N 3.178 -0.025 -1.931
N 3.658 -2.227 -1.746
C -4.025 3.391 -1.672
C -3.126 2.209 -2.098
C -0.245 5.146 0.357
C -0.987 -1.049 4.467
C 3.865 -0.850 1.899
C 2.845 -1.223 -1.344
C -0.767 0.413 0.784
C 0.378 -4.598 0.012
C 0.943 2.839 -2.980
C 1.018 -4.593 -1.373
C -3.715 -3.199 1.912
H 4.487 -2.028 -2.268
H 3.897 0.068 -2.620
H 0.556 -5.396 -1.953
H -3.649 1.261 -1.938
H 0.916 4.760 -2.423
H 0.041 -1.279 2.838
H -0.819 -0.111 5.004
H 5.186 -1.652 3.122
H 2.099 -4.711 -1.339
H 1.662 -5.652 1.057
H 3.225 -1.653 1.526
H 2.290 2.357 -4.445
H -3.178 -2.416 0.044
H 0.815 3.635 1.160
H 3.434 -3.141 -1.396
H -2.375 -1.768 1.455
H -4.797 -4.923 1.919
H 2.642 0.765 -1.619
H -5.049 3.085 -1.878
H -1.662 0.237 0.185
H -0.460 6.742 1.548
H -0.053 1.082 0.301
H -2.224 2.081 -1.504
H -3.817 4.264 -2.295
H -2.944 4.116 -0.267
H 0.672 -0.939 0.546
H -2.869 2.306 -3.155
H 0.819 -3.772 0.577
H -1.060 0.917 1.709
H -0.701 -4.558 -0.091
H 0.715 -3.660 -1.856
H 3.398 -0.454 2.799
H 1.966 4.354 -3.826
H 1.353 1.020 -3.832
H -4.498 -4.219 0.340
H -1.821 -0.879 3.779
H 0.783 5.605 2.065
H 4.000 -0.115 1.108
H -1.318 -1.840 5.139
H -0.020 3.210 -0.335
*
```

=====

# 7
# C33H31HfNO3STe

A structure of composition C33H31HfNO3STe in a non-equilibrium geometry (ωB97M-V with the def2-TZVPD basis set, the Open Molecules 2025 dataset).

Summary:
HOMO-LUMO gap (spin up / spin down) = 6.2787 / 7.4452 eV
Energy above the lowest of the compared OMol25 structures with the same formula, charge and spin = 0.5254 eV

Geometry as ORCA input:
```
! wB97M-V def2-TZVPD RIJCOSX def2/J DEFGRID3
* xyz 1 2
Hf -0.199 -1.656 -1.314
Te -0.435 -0.094 -3.819
S -2.932 -3.939 -1.604
O 2.275 -2.783 3.042
O 1.385 -2.532 -1.766
O 0.026 -1.725 0.627
N -1.313 0.239 -0.763
C -0.138 1.941 -4.010
C 1.105 2.394 -4.484
C -2.523 0.123 -2.953
C 2.681 -3.012 -1.434
C 1.565 2.280 4.308
C -0.799 1.061 0.113
C 0.094 -3.626 3.236
C -1.813 -2.893 -1.963
C -1.590 5.280 -0.282
C -1.305 -3.443 3.258
C -1.591 -5.806 3.461
C -1.056 2.551 -0.031
C -2.431 0.742 -1.594
C 1.063 1.204 3.407
C -0.438 4.739 -0.841
C 0.007 0.621 1.246
C 2.501 -4.039 -0.365
C 1.262 3.691 -4.936
C -2.177 -4.542 3.445
C 0.702 -1.105 2.798
C 0.622 -4.885 3.277
C 3.585 -1.860 -1.023
C -2.167 3.149 0.622
C -0.215 -5.984 3.424
C 0.280 4.640 -4.635
C -0.157 3.362 -0.732
C -2.413 4.542 0.549
C -0.950 4.221 -4.158
C 1.155 -0.172 3.689
C 0.185 -0.736 1.522
C 1.080 -2.542 3.063
C 0.500 1.537 2.212
C -1.172 2.850 -3.804
H 3.060 -3.562 -2.259
H -2.818 2.492 1.232
H 1.695 -0.480 4.589
H -3.443 0.617 -1.135
H 1.608 -4.668 -0.590
H -3.058 0.756 -3.692
H -1.709 4.981 -4.034
H 0.427 2.563 1.998
H 4.628 -2.208 -0.861
H 0.449 5.615 -4.949
H 2.288 -3.525 0.579
H 1.510 1.955 5.288
H -3.233 4.973 1.136
H -2.270 1.786 -1.725
H 2.605 2.515 4.019
H 3.184 -1.488 -0.129
H 1.864 1.648 -4.664
H 0.260 5.359 -1.370
H 1.717 -4.966 3.246
H 0.695 2.875 -1.126
H 0.214 -7.016 3.433
H 2.217 4.033 -5.334
H 3.529 -1.102 -1.764
H 1.040 3.270 4.085
H 3.384 -4.680 -0.218
H -2.936 -0.899 -3.000
H -2.232 -6.676 3.532
H -3.230 -4.364 3.594
H -2.163 2.535 -3.490
H -1.852 6.306 -0.440
H -1.689 -2.436 3.259
*
```

=====

# 8
# C4H9O3

A cluster of 2 separate species, C4H9O3 in total in a non-equilibrium geometry (ωB97M-V with the def2-TZVPD basis set, the Open Molecules 2025 dataset).

Summary:
HOMO-LUMO gap = 8.4486 eV
Energy above the lowest of the compared OMol25 structures with the same formula, charge and spin = 2.2872 eV

Geometry as ORCA input:
```
! wB97M-V def2-TZVPD RIJCOSX def2/J DEFGRID3
* xyz -1 1
O 1.902 1.235 -2.215
O 1.240 0.350 -0.283
O 0.485 1.080 1.876
C -0.820 0.830 1.449
C -0.991 -0.779 1.605
C 1.200 0.447 -1.544
C 0.373 -0.699 -2.171
H 1.025 1.347 1.119
H 0.639 -1.068 -3.201
H -1.298 1.570 2.205
H -0.116 -1.233 1.005
H 0.664 -1.622 -1.654
H -1.819 -1.148 0.996
H -0.731 1.061 0.320
H -0.738 -0.459 -2.066
H -1.015 -0.911 2.560
*
```

=====

# 9
# C12H10As4CuF24N2O4

A structure of composition C12H10As4CuF24N2O4 in a non-equilibrium geometry (ωB97M-V with the def2-TZVPD basis set, the Open Molecules 2025 dataset).

Summary:
HOMO-LUMO gap = 7.4866 eV
Energy above the lowest of the compared OMol25 structures with the same formula, charge and spin = 0.6966 eV

Geometry as ORCA input:
```
! wB97M-V def2-TZVPD RIJCOSX def2/J DEFGRID3
* xyz -3 1
As -1.018 -1.095 4.264
As 0.235 -2.206 -3.040
As -4.025 -4.082 -1.381
As -3.964 0.856 -1.436
Cu -1.057 -2.009 0.774
F -0.442 -0.722 5.914
F 1.834 -2.471 -2.341
F -5.145 1.825 -2.432
F -1.338 -1.794 -3.746
F -4.710 -5.130 -2.583
F -0.202 -2.614 4.201
F -0.231 -3.889 -2.881
F -4.121 1.667 0.131
F -1.950 0.423 4.401
F -2.467 -4.912 -1.562
F -3.473 -2.875 -0.170
F -2.332 -1.970 5.117
F -2.850 -0.266 -0.598
F -5.631 -3.316 -1.009
F -2.625 1.930 -1.796
F -3.652 -0.002 -2.942
F 0.683 -0.487 -3.187
F -5.320 -0.211 -1.013
F -3.674 -2.960 -2.687
F -4.374 -5.311 -0.097
F 0.915 -2.447 -4.641
F -0.376 -1.864 -1.373
F 0.427 -0.314 3.560
F -1.799 -1.228 2.649
O -1.453 1.975 1.708
O 1.600 -1.615 1.054
O 3.276 -2.424 0.014
O -0.553 0.349 0.656
N 2.785 -1.595 0.728
N -0.668 1.529 0.836
C 1.325 4.577 -0.312
C 5.016 1.778 1.769
C 0.060 2.510 0.030
C 2.876 0.776 1.444
C 5.686 0.661 1.320
C 0.135 2.275 -1.330
C 1.324 4.240 -1.662
C 4.926 -0.465 1.125
C 3.541 -0.408 1.117
C 0.825 3.089 -2.239
C 0.585 3.780 0.554
C 3.633 1.887 1.815
H 6.749 0.713 1.140
H 0.648 4.030 1.604
H 3.124 2.836 1.903
H 1.816 0.910 1.282
H 1.871 4.929 -2.298
H 1.879 5.461 -0.032
H 5.477 -1.365 0.887
H -0.177 1.310 -1.713
H 5.558 2.715 1.824
H 0.821 3.019 -3.315
*
```

=====

no.,E (eV),molar mass (g mol⁻¹)
1,-52150.078,619.8
2,-36018.900,372.3
3,-50785.700,470.9
4,-9812.050,99.1
5,-37964.084,330.4
6,-42406.208,428.5
7,-61785.795,827.8
8,-10436.178,105.1
9,-376998.971,1065.4